Record 1
The following is a quantum chemistry calculation of C10H19N3O4 in the gas phase at a distorted geometry, from the Open Molecules 2025 dataset.

```
! wB97M-V def2-TZVPD RIJCOSX def2/J DEFGRID3
* xyz 0 1
C -1.48 2.13 -3.01
C -1.88 2.29 -1.55
C -2.29 1.10 -0.64
C -2.75 1.47 0.69
C -1.24 -0.06 -0.64
N 0.02 0.34 -0.27
C 0.39 0.25 1.02
O -0.36 0.26 2.04
C 2.00 0.40 1.16
N 2.51 1.69 1.51
C 2.45 -0.52 2.26
C 2.54 -1.96 1.65
N 1.39 -2.68 1.83
O 3.62 -2.40 1.19
C -1.30 -0.77 -1.98
O -0.40 -0.80 -2.75
O -2.39 -1.50 -2.22
H -2.27 1.49 -3.44
H -1.40 2.96 -3.62
H -0.53 1.63 -3.29
H -2.68 2.99 -1.53
H -1.00 2.72 -1.07
H -3.15 0.54 -1.09
H -3.87 1.66 0.63
H -2.24 2.25 1.17
H -2.67 0.62 1.35
H -1.60 -0.61 0.20
H 0.71 0.43 -0.98
H 2.45 0.03 0.20
H 2.00 2.19 2.35
H 2.60 2.39 0.75
H 3.44 -0.26 2.56
H 1.73 -0.50 3.06
H 0.65 -2.05 2.18
H 1.18 -3.16 0.88
H -3.11 -1.14 -1.65
*
```

Output
Structure (SMILES) = CC[C@H](C)[C@H](NC(=O)[C@@H](N)CC(N)=O)C(=O)O
HOMO = -9.387 eV
Electronic energy = -857.658128 Ha
M = 245.3 g mol⁻¹
Kohn-Sham gap = 9.68 eV
Relative energy (zero: lowest compared OMol25 entry of this formula, charge and spin) = 258.42 kJ/mol

Record 2
The following is a quantum chemistry calculation of 2 unconnected molecules or ions with the total composition C3H9NO2S2 at a distorted geometry, from the Open Molecules 2025 dataset.

```
! wB97M-V def2-TZVPD RIJCOSX def2/J DEFGRID3
* xyz 0 1
N 0.68 1.53 0.65
C -0.59 0.83 0.52
C -1.64 1.68 1.21
O -2.03 1.43 2.31
C -0.64 -0.61 1.05
S -0.55 -1.92 -0.19
S 1.03 -1.57 -1.39
H 0.73 2.07 1.50
H 1.50 0.92 0.58
H -0.83 0.77 -0.55
H -1.96 2.61 0.73
H -1.43 -0.80 1.78
H 0.24 -0.75 1.66
H 0.66 -0.67 -2.32
O 2.20 1.59 -1.52
H 1.88 2.40 -1.11
H 2.17 1.73 -2.47
*
```

Output
Structure (SMILES) = N[C@H](C=O)CSS.O
HOMO = -8.988 eV
Electronic energy = -1121.283526 Ha
M = 155.2 g mol⁻¹
Kohn-Sham gap = 9.41 eV
Relative energy (zero: lowest compared OMol25 entry of this formula, charge and spin) = 162.58 kJ/mol

Record 3
The following is a quantum chemistry calculation of a molecular structure, C33H35N3O7RbSTe, from the Open Molecules 2025 dataset.

```
! wB97M-V def2-TZVPD RIJCOSX def2/J DEFGRID3
* xyz -1 1
Rb -0.61 0.17 -1.46
O 0.46 4.61 -1.48
C 0.40 3.48 -0.96
O 0.85 2.41 -1.46
C -0.10 3.41 0.50
C 0.74 2.42 1.34
C 0.75 2.86 2.80
C -0.72 2.55 3.20
C -1.25 1.88 1.93
O -0.08 1.24 1.40
C -1.55 2.92 0.83
C -2.41 2.28 -0.29
O -3.27 1.44 0.13
O -2.21 2.60 -1.47
H 0.02 4.42 0.89
H 1.71 2.18 0.91
H 1.02 3.91 2.92
H 1.45 2.25 3.38
H -1.29 3.45 3.46
H -0.77 1.87 4.05
H -2.04 1.15 2.07
H -2.15 3.74 1.23
C -1.31 -5.06 -1.88
N -0.20 -4.40 -1.21
C 0.42 -4.95 -0.14
C 1.38 -4.28 0.54
C 1.67 -2.94 0.10
N 1.07 -2.40 -0.94
C 0.14 -3.10 -1.64
O -0.45 -2.66 -2.62
N 2.56 -2.21 0.77
H -1.45 -6.05 -1.44
H -1.10 -5.15 -2.94
H -2.22 -4.48 -1.77
H 0.11 -5.95 0.13
H 1.87 -4.72 1.39
H 3.00 -2.57 1.59
H 2.82 -1.27 0.45
Te -4.16 -0.65 -1.15
C -3.39 -1.32 0.70
C -2.33 -2.20 0.75
C -1.79 -2.60 1.97
C -2.32 -2.12 3.15
C -3.39 -1.24 3.11
C -3.93 -0.84 1.90
C -4.49 -2.69 -1.77
C -4.22 -3.05 -3.09
C -4.45 -4.34 -3.54
C -4.94 -5.31 -2.68
C -5.21 -4.97 -1.36
C -5.00 -3.68 -0.91
H -1.91 -2.58 -0.18
H -0.94 -3.28 1.98
H -1.90 -2.43 4.10
H -3.81 -0.85 4.04
H -4.74 -0.12 1.87
H -3.81 -2.31 -3.77
H -4.22 -4.59 -4.58
H -5.11 -6.32 -3.04
H -5.60 -5.72 -0.68
H -5.22 -3.43 0.12
C 4.73 6.69 0.60
C 4.50 5.29 0.08
C 3.64 5.06 -0.98
C 3.37 3.77 -1.42
C 3.98 2.71 -0.77
C 4.84 2.91 0.30
C 5.11 4.20 0.71
S 3.56 1.04 -1.25
C 5.04 0.72 -2.23
O 3.74 0.20 -0.02
H 4.64 7.43 -0.20
H 5.72 6.79 1.05
H 3.99 6.93 1.37
H 3.12 5.88 -1.45
H 2.63 3.60 -2.19
H 5.26 2.06 0.81
H 5.77 4.37 1.55
H 5.91 0.83 -1.59
H 5.07 1.42 -3.06
H 4.97 -0.31 -2.59
*
```

Output
HOMO = -4.915 eV
Electronic energy = -2659.911248 Ha
M = 830.8 g mol⁻¹
Kohn-Sham gap = 6.87 eV
Relative energy (zero: lowest compared OMol25 entry of this formula, charge and spin) = 0.00 kJ/mol

Record 4
The following is a quantum chemistry calculation of a molecular structure, C23H30CrN5O3S2, from the Open Molecules 2025 dataset.

```
! wB97M-V def2-TZVPD RIJCOSX def2/J DEFGRID3
* xyz 2 2
Cr 0.71 0.12 -0.44
C 3.19 -1.06 -0.66
C 2.24 -2.20 -0.12
N 0.82 -1.78 0.16
C -0.40 -2.52 -0.30
C -1.50 -1.54 -0.75
C -2.83 -1.80 -1.03
C -3.59 -0.75 -1.55
C -3.05 0.50 -1.84
C -1.72 0.71 -1.54
C -0.86 1.94 -1.90
N 0.46 1.98 -1.18
C 1.76 2.32 -1.86
C 2.99 1.41 -1.44
N 2.71 0.34 -0.43
N -1.06 -0.31 -0.98
H 3.28 -1.16 -1.74
H 4.18 -1.20 -0.23
H 2.65 -2.58 0.82
H 2.26 -3.02 -0.83
H 0.74 -1.71 1.19
H -0.77 -3.17 0.49
H -0.14 -3.16 -1.15
H -3.27 -2.77 -0.84
H -4.64 -0.93 -1.75
H -3.67 1.28 -2.27
H -1.42 2.86 -1.72
H -0.66 1.89 -2.97
H 0.35 2.56 -0.36
H 2.00 3.36 -1.66
H 1.61 2.23 -2.93
H 3.79 2.06 -1.07
H 3.37 0.92 -2.33
H 2.99 0.65 0.50
C -0.74 4.28 6.72
C -0.66 3.25 5.63
C -1.82 2.70 5.09
C -1.76 1.76 4.07
C -0.51 1.37 3.60
C 0.66 1.89 4.14
C 0.57 2.83 5.14
S -0.44 0.13 2.38
O -1.75 -0.15 1.88
O 0.36 -0.99 2.83
O 0.40 0.82 1.23
H -1.66 4.17 7.30
H -0.74 5.28 6.29
H 0.11 4.21 7.39
H -2.79 3.01 5.46
H -2.66 1.34 3.65
H 1.63 1.56 3.79
H 1.48 3.24 5.57
S 1.11 -0.42 -2.95
C 0.42 -1.92 -3.46
N -0.90 -1.96 -3.76
C -1.55 -3.05 -4.23
C -0.85 -4.21 -4.44
C 0.52 -4.22 -4.17
C 1.15 -3.09 -3.69
H -1.42 -1.10 -3.63
H -2.60 -2.93 -4.43
H -1.37 -5.08 -4.83
H 1.10 -5.12 -4.36
H 2.21 -3.08 -3.51
*
```

Output
HOMO (spin up / spin down) = -13.759 / -13.761 eV
Electronic energy = -3234.307504 Ha
M = 540.7 g mol⁻¹
Kohn-Sham gap (spin up / spin down) = 7.22 / 7.54 eV
⟨S²⟩ = 0.76
Relative energy (zero: lowest compared OMol25 entry of this formula, charge and spin) = 0.00 kJ/mol

Record 5
The following is a quantum chemistry calculation of C25H24N2O3 in the gas phase at a distorted geometry, from the Open Molecules 2025 dataset.

```
! wB97M-V def2-TZVPD RIJCOSX def2/J DEFGRID3
* xyz 0 1
C 6.74 2.30 0.25
O 5.49 2.74 0.13
C 4.46 1.63 0.01
C 4.72 0.13 -0.25
C 3.61 -0.70 -0.16
C 2.24 -0.33 -0.05
C 1.19 -1.15 -0.40
N 1.43 -2.39 0.44
C 0.54 -3.15 0.57
C 0.61 -4.28 1.36
C -0.34 -5.34 1.60
C -1.24 -5.53 0.56
C -1.44 -4.43 -0.35
C -0.40 -3.19 -0.49
C -0.64 -2.19 -1.30
O -1.47 -2.21 -2.41
N 0.21 -1.11 -1.11
C 0.20 -0.01 -2.17
C -1.06 0.87 -2.18
O -0.97 1.07 -0.58
C -2.21 1.30 0.00
C -3.29 2.07 -0.76
C -4.55 2.32 0.03
C -5.67 2.86 -0.87
C -4.47 2.33 1.38
C -3.39 2.05 1.98
C -2.28 1.47 1.27
C -1.03 1.06 2.20
C 2.03 1.17 -0.18
C 3.01 2.09 -0.03
H 7.09 1.63 1.00
H 7.42 3.30 0.18
H 7.06 1.74 -0.68
H 5.74 0.00 -0.16
H 3.92 -1.61 -0.35
H 1.28 -4.13 2.27
H -0.15 -6.00 2.10
H -1.84 -6.35 0.55
H -2.09 -4.50 -1.14
H 1.03 0.54 -2.01
H 0.25 -0.63 -3.23
H -1.99 -0.04 -2.15
H -1.15 1.66 -2.65
H -3.40 1.87 -1.77
H -6.10 2.15 -1.46
H -5.29 3.59 -1.35
H -6.61 3.18 -0.01
H -5.38 2.73 2.09
H -3.41 1.95 2.94
H -0.28 1.64 2.11
H -0.70 0.03 1.76
H -1.28 1.06 3.26
H 0.96 1.68 0.01
H 2.90 3.07 0.18
*
```

Output
Structure (SMILES) = COc1ccc(-c2nc3ccccc3c(=O)n2CCOc2cc(C)ccc2C)cc1
HOMO = -7.534 eV
Electronic energy = -1301.653320 Ha
M = 400.5 g mol⁻¹
Kohn-Sham gap = 6.97 eV
Relative energy (zero: lowest compared OMol25 entry of this formula, charge and spin) = 1896.10 kJ/mol

Record 6
The following is a quantum chemistry calculation of a gas-phase ion, C2H4FN2O (charge +1) at a distorted geometry, from the Open Molecules 2025 dataset.

```
! wB97M-V def2-TZVPD RIJCOSX def2/J DEFGRID3
* xyz 1 1
N -2.71 -1.02 -0.31
N -1.69 -0.59 0.02
C -0.49 -0.21 -0.05
O 0.22 0.81 0.58
C 1.59 0.87 0.04
F 2.25 -0.29 0.38
H -3.14 -1.62 0.41
H 0.18 -0.73 -0.78
H 1.78 1.15 -1.03
H 2.01 1.61 0.74
*
```

Output
Structure (SMILES) = N=[N+]=COCF
HOMO = -16.231 eV
Electronic energy = -362.806647 Ha
M = 91.1 g mol⁻¹
Kohn-Sham gap = 9.27 eV
Relative energy (zero: lowest compared OMol25 entry of this formula, charge and spin) = 41.52 kJ/mol